(1)
Computed, not measured: a 11-piece molecular cluster, C33H60F2O33 overall in a non-equilibrium geometry, with wB97M-V/def2-TZVPD.

Its max |F| is 6.49 eV/Å. As for the net charge: 0. Its energy is -3975.88667 hartree. As for the energy above the lowest of the compared OMol25 structures with the same formula, charge and spin: 94.9 kcal per mole. The LUMO energy is 0.01 eV. The calculation puts the gap between HOMO and LUMO at 0.3733 hartree.

XYZ file:
```
128
Properties=species:S:1:pos:R:3:forces:R:3:lowdin_charge:R:1
O -1.8718 0.7223 -1.7679 0.55 -2.36 1.92 0.129
C -1.3476 -0.0665 -0.9984 1.00 1.28 -0.42 -0.536
O -1.7837 -0.9792 -0.1601 -2.69 -0.92 -0.08 0.060
C -0.7402 -1.9349 0.3033 -3.68 0.16 -0.99 0.027
C 0.4221 -1.0550 0.1585 0.37 0.35 -0.26 -0.315
F 1.4353 -1.7048 -0.4297 0.95 -0.21 -0.21 0.089
O 0.0050 -0.0630 -0.7785 1.43 0.81 0.06 0.088
H -1.1656 -2.2584 1.2533 0.90 0.26 0.27 0.129
H -0.8280 -2.7726 -0.3886 0.69 -0.02 -0.08 0.144
H 0.7365 -0.6828 1.1336 0.30 0.64 -0.31 0.155
O 0.7308 -4.8264 1.1764 1.41 0.61 0.65 0.113
C 1.8377 -4.5042 1.5990 -5.03 -2.10 -2.18 -0.635
O 2.3536 -5.0293 2.6620 0.17 -0.63 1.09 0.099
C 3.4211 -4.2014 3.0739 0.52 -0.94 -0.28 -0.026
C 3.8091 -3.4813 1.7258 -1.94 -0.31 2.12 -0.269
F 4.7249 -4.1808 1.0973 1.66 -0.76 -0.79 0.115
O 2.5900 -3.6729 0.9512 2.71 2.48 0.54 0.150
H 3.0017 -3.6897 3.9401 0.68 0.90 -0.31 0.132
H 4.1968 -4.9064 3.3729 0.35 0.47 0.12 0.141
H 4.1633 -2.4744 1.9469 -0.60 0.21 -0.90 0.137
C 7.1120 2.9053 -1.1217 -0.84 -0.14 -0.15 -0.029
O 6.5781 1.9208 -2.0426 -0.23 -1.28 -0.71 -0.029
C 5.9203 0.7388 -1.7877 -1.90 0.44 -0.91 -0.482
O 5.4151 0.0399 -2.6890 2.08 2.06 3.28 0.101
O 5.7313 0.6054 -0.4290 1.31 1.74 -1.26 -0.056
C 4.8550 -0.3506 0.0994 0.61 -1.15 -0.88 -0.057
H 8.0405 2.5495 -0.6751 -0.33 0.01 0.28 0.094
H 6.3345 3.2747 -0.4530 0.13 -0.72 0.62 0.081
H 7.2943 3.8272 -1.6739 0.32 -0.49 -0.68 0.092
H 3.8210 -0.0475 -0.0657 -0.01 -0.29 0.23 0.092
H 5.1433 -0.4839 1.1421 -0.37 0.30 -0.02 0.089
H 5.1354 -1.2552 -0.4400 -0.84 -0.49 0.13 0.103
C -5.1700 -7.0829 6.2318 -1.06 -1.17 -1.00 -0.026
O -4.1881 -6.5461 5.3381 0.35 0.01 3.06 0.018
C -4.5063 -6.1617 4.1454 -5.03 0.89 -2.35 -0.611
O -5.6721 -6.0947 3.6376 3.95 -0.40 1.76 0.064
O -3.3859 -5.8205 3.5943 1.74 1.08 -1.36 0.027
C -3.3235 -5.1580 2.3239 -0.34 -0.53 -1.02 -0.024
H -5.9519 -6.4884 6.7043 0.44 1.23 -0.59 0.093
H -4.7088 -7.5868 7.0812 0.55 -0.17 -0.62 0.092
H -5.7155 -7.7329 5.5477 -0.28 -0.67 0.72 0.094
H -2.3302 -4.7385 2.1643 0.05 0.09 0.70 0.082
H -4.0912 -4.4086 2.1311 -0.07 -0.08 0.58 0.094
H -3.4093 -5.8824 1.5140 -0.37 -0.21 0.24 0.073
C -4.6934 3.2892 2.7556 -0.30 -0.78 -2.73 -0.010
O -3.2815 3.0026 2.6906 0.14 2.05 2.53 0.002
C -2.6452 2.7873 1.5672 -1.44 -2.70 -2.32 -0.585
O -3.1745 2.2381 0.5914 1.31 1.83 1.31 0.106
O -1.3457 2.9973 1.7698 1.64 1.24 0.37 0.016
C -0.4519 3.2695 0.6516 -1.62 -1.61 -1.79 -0.010
H -5.0789 2.4366 2.1966 -1.03 -0.23 0.88 0.076
H -5.0121 4.0955 2.0951 0.74 0.47 -0.18 0.094
H -5.1414 3.5767 3.7068 0.95 -0.89 0.36 0.100
H -0.6685 4.1982 0.1237 -0.01 0.26 0.79 0.090
H -0.7010 2.4941 -0.0729 -0.14 0.00 -0.36 0.067
H 0.6242 3.1099 0.7197 -0.20 0.32 1.53 0.074
C -1.3385 -2.5352 4.4670 0.76 -1.39 -1.34 -0.036
O -1.8844 -1.5857 3.5460 -1.15 1.00 0.68 -0.043
C -3.2569 -1.5180 3.4502 -0.96 -1.89 1.18 -0.515
O -4.0463 -2.2201 4.1258 2.34 2.45 -2.28 0.086
O -3.5167 -0.6280 2.4768 0.01 -1.60 0.23 -0.020
C -4.8693 -0.5849 1.9215 0.17 0.83 1.01 0.003
H -0.2641 -2.4045 4.5959 -0.11 1.27 0.31 0.066
H -1.2310 -3.4084 3.8235 -0.77 -0.90 0.63 0.082
H -1.8394 -2.7221 5.4169 -0.31 0.27 -0.43 0.108
H -5.3515 0.0730 2.6445 -0.64 0.09 -0.52 0.089
H -5.4381 -1.5131 1.8689 0.66 -0.31 0.21 0.099
H -4.7751 -0.1364 0.9325 0.12 0.06 0.25 0.092
C 2.0618 -0.4083 5.5268 -0.60 -0.47 1.09 -0.039
O 2.4466 0.5427 4.5483 -0.18 -0.58 -1.62 0.003
C 2.6458 0.0795 3.2863 0.91 0.02 0.34 -0.452
O 2.4001 -1.0639 2.8956 0.69 2.86 0.64 0.104
O 3.3464 1.0501 2.5677 -1.41 -5.21 0.02 -0.038
C 3.1185 2.3861 2.6508 0.57 2.60 0.19 -0.086
H 1.9153 0.1838 6.4301 0.43 -0.19 0.04 0.104
H 2.7838 -1.2157 5.6488 0.46 0.40 0.04 0.099
H 1.1215 -0.9460 5.4048 -0.23 0.47 -0.86 0.072
H 3.6301 2.7600 1.7639 -0.35 0.37 -0.11 0.093
H 3.6658 2.8273 3.4838 -0.29 0.05 0.34 0.102
H 2.0752 2.7017 2.6588 -0.04 -0.22 0.04 0.100
C -4.5457 -2.1175 -2.1904 -0.42 1.57 -0.66 -0.066
O -3.4732 -2.9717 -2.0951 1.49 -3.47 0.95 -0.023
C -3.6066 -4.1451 -1.3987 0.57 0.58 0.80 -0.548
O -4.4655 -4.4182 -0.5991 -0.14 0.09 -0.62 0.130
O -2.5063 -4.8594 -1.6226 0.68 1.43 -1.71 -0.011
C -2.1969 -6.1401 -1.1481 0.06 -0.43 0.89 -0.033
H -4.7395 -2.0643 -3.2617 -0.72 0.05 0.05 0.100
H -4.1079 -1.1532 -1.9321 -0.61 0.29 0.32 0.086
H -5.4124 -2.3930 -1.5896 0.15 -0.01 -0.05 0.101
H -2.8169 -6.8986 -1.6260 -0.29 0.03 0.46 0.106
H -2.1938 -6.1055 -0.0587 -0.52 -0.53 -0.05 0.073
H -1.1624 -6.3848 -1.3889 -0.02 0.50 -0.42 0.098
C 1.9859 6.7803 -3.4175 -0.54 2.07 -1.71 -0.102
O 1.5411 5.6429 -2.8035 0.35 -2.88 2.87 -0.023
C 2.4651 4.8688 -2.1012 4.84 0.97 -4.23 -0.494
O 3.7236 4.9817 -2.3043 -4.67 0.05 1.54 0.056
O 1.8957 3.8479 -1.5369 -0.59 -1.53 1.07 0.009
C 2.7165 2.6394 -1.2889 0.50 0.11 -0.29 0.004
H 1.9830 7.6484 -2.7584 0.99 -0.17 0.35 0.101
H 1.1895 7.0943 -4.0922 -0.40 -0.39 -0.15 0.091
H 2.8212 6.6493 -4.1054 0.52 -0.02 0.76 0.103
H 2.1568 1.8671 -0.7612 -0.66 0.66 0.21 0.082
H 3.6324 2.8467 -0.7356 -0.18 0.45 0.00 0.082
H 3.0058 2.1488 -2.2183 0.01 0.67 -0.30 0.071
C -1.5910 3.9632 -2.4100 -2.32 -0.23 1.45 -0.087
O -1.3063 4.2378 -3.7195 1.31 1.45 -4.16 -0.034
C -2.1138 5.0592 -4.4977 2.50 0.30 0.79 -0.527
O -3.0118 5.6967 -4.0712 -1.23 0.09 0.35 0.158
O -1.6324 5.3181 -5.7551 -0.52 -0.57 1.26 -0.010
C -0.7048 4.4466 -6.3797 -0.09 -0.65 -0.26 -0.056
H -2.2597 3.1106 -2.5289 0.08 -0.27 1.33 0.104
H -2.1202 4.7798 -1.9188 -0.42 0.18 -0.24 0.102
H -0.7576 3.8053 -1.7254 0.50 -0.40 -1.28 0.050
H 0.3199 4.5748 -6.0311 -0.13 0.09 0.21 0.084
H -0.7574 4.6682 -7.4457 0.05 0.14 0.09 0.097
H -1.0242 3.4122 -6.2530 0.25 -0.05 0.11 0.101
C 0.7963 0.9208 -3.5783 0.93 0.19 0.55 -0.042
O 0.9249 1.3191 -4.9612 1.00 1.53 -0.31 -0.018
C 1.9681 2.1919 -5.3649 1.00 -2.90 3.65 -0.512
O 2.9495 2.4015 -4.6515 -2.01 0.46 -1.73 0.115
O 1.7570 2.4616 -6.6166 -1.65 0.32 -0.50 0.010
C 2.7025 3.0105 -7.4633 2.93 0.18 -0.81 -0.058
H 0.2099 1.6073 -2.9677 -0.63 -0.02 -0.63 0.076
H 1.7155 0.8836 -2.9935 0.56 -0.01 -0.81 0.063
H 0.4420 -0.1088 -3.5272 -0.47 0.32 -0.43 0.099
H 3.6213 3.3502 -6.9852 -0.34 0.32 0.81 0.097
H 2.3898 3.8258 -8.1156 -0.83 -0.19 0.37 0.099
H 3.1441 2.2304 -8.0834 -0.60 -0.30 -0.33 0.100
```
Positions in Å, forces in eV/Å.



(2)
Computed, not measured: C33H61I2N5OPSbSi3Y as an isolated structure in a non-equilibrium geometry, with wB97M-V/def2-TZVPD.

Its max |F| is 1.81 eV/Å. As for the net charge: +1. Its energy is -3726.94954 hartree. As for the energy above the lowest of the compared OMol25 structures with the same formula, charge and spin: 13.8 kcal per mole. The LUMO energy is -2.76 eV. The calculation puts the gap between HOMO and LUMO at 0.2734 hartree.

XYZ file:
```
108
Properties=species:S:1:pos:R:3:forces:R:3:lowdin_charge:R:1
Y -0.2718 0.8153 0.0311 0.62 0.66 0.43 1.093
I -0.5866 1.8598 -5.0887 -0.03 0.01 0.04 0.969
C -0.5636 3.2260 -3.5206 -0.05 -0.07 -0.07 -0.636
C -0.6667 4.6025 -3.8099 0.02 -0.09 0.03 -0.214
C -0.6630 5.5277 -2.8080 -0.01 0.11 -0.01 -0.665
I -0.8567 7.5432 -3.3151 0.02 -0.02 0.02 0.960
C -0.5428 5.1097 -1.4571 0.05 -0.02 0.11 -0.196
C -0.4756 5.9858 -0.3497 -0.02 0.05 -0.10 -0.018
C -0.3440 5.4964 0.9183 0.01 0.07 0.06 -0.025
C -0.2939 4.1111 1.1063 0.03 -0.06 0.03 -0.116
N -0.3632 3.2576 0.1104 -0.14 -0.26 -0.52 0.021
C -0.4663 3.7256 -1.1804 0.02 0.11 0.23 -0.151
C -0.4851 2.7476 -2.2293 -0.06 -0.14 -0.29 -0.463
O -0.4528 1.4560 -1.9341 0.01 0.83 -0.84 -0.332
H -0.7561 4.9204 -4.8403 0.02 -0.05 0.02 0.082
H -0.5197 7.0541 -0.5224 -0.01 -0.04 0.00 0.067
H -0.2779 6.1571 1.7709 0.00 -0.01 -0.01 0.116
H -0.1887 3.6901 2.0996 0.00 0.00 0.02 0.122
N 1.4931 0.6268 1.0469 0.36 -0.14 0.25 -0.356
P 2.4378 -0.3821 0.3570 0.65 -0.66 0.68 0.483
N 3.9009 -0.5228 1.1160 0.12 0.17 0.13 -0.193
C 4.3696 0.5693 1.9984 0.03 -0.23 -0.05 -0.210
C 5.8732 0.7439 1.8476 0.02 -0.06 0.00 -0.178
C 6.6265 -0.5286 2.2833 -0.06 0.02 0.00 -0.186
C 5.7371 -1.7711 2.1382 0.03 0.05 -0.01 -0.181
C 4.8373 -1.6410 0.9194 0.01 0.12 0.01 -0.205
N 2.5950 -0.0393 -1.2731 0.10 0.21 -0.31 -0.206
C 2.8842 1.3948 -1.5474 0.05 -0.17 -0.11 -0.216
C 3.1244 1.6047 -3.0305 0.06 -0.09 -0.05 -0.174
C 4.3942 0.8654 -3.4947 -0.05 -0.02 0.03 -0.176
C 4.6860 -0.3310 -2.5781 -0.05 0.05 -0.02 -0.179
C 3.3793 -0.9697 -2.1285 -0.03 0.23 -0.04 -0.198
N 1.9423 -2.0017 0.2967 -0.30 -0.04 0.06 -0.215
C 0.9096 -2.3838 -0.6727 0.14 -0.02 0.17 -0.236
C 0.8664 -3.8986 -0.8269 0.06 -0.03 0.01 -0.172
C 0.6175 -4.5736 0.5184 0.03 0.04 0.00 -0.197
C 1.6439 -4.1019 1.5441 0.02 0.02 -0.05 -0.174
C 1.6475 -2.5812 1.6248 0.18 -0.06 -0.29 -0.209
H 4.1236 0.3495 3.0436 -0.01 -0.03 0.00 0.119
H 3.8412 1.4824 1.7426 -0.07 0.04 -0.05 0.092
H 6.1985 1.6030 2.4358 0.01 0.01 -0.02 0.112
H 6.0914 0.9763 0.8001 -0.01 -0.01 0.03 0.106
H 6.9598 -0.4349 3.3184 0.00 0.00 -0.02 0.108
H 7.5243 -0.6502 1.6745 0.01 0.01 0.01 0.108
H 5.1111 -1.8995 3.0256 0.01 -0.01 -0.01 0.112
H 6.3469 -2.6700 2.0449 0.00 -0.02 0.02 0.114
H 4.2676 -2.5539 0.7537 -0.01 -0.01 0.00 0.096
H 5.4675 -1.4874 0.0336 -0.03 0.02 -0.03 0.109
H 3.7585 1.7381 -0.9781 0.00 -0.03 0.03 0.122
H 2.0447 2.0007 -1.2205 -0.07 0.05 0.07 0.071
H 3.2025 2.6742 -3.2307 -0.01 0.00 -0.02 0.118
H 2.2461 1.2447 -3.5733 0.01 0.00 0.01 0.077
H 5.2495 1.5429 -3.5041 0.00 -0.01 0.01 0.110
H 4.2567 0.5164 -4.5197 0.02 0.02 -0.01 0.110
H 5.2426 -0.0058 -1.6943 0.01 -0.03 -0.01 0.097
H 5.3010 -1.0734 -3.0875 0.02 0.00 -0.01 0.118
H 3.5560 -1.8953 -1.5849 0.00 -0.01 0.06 0.099
H 2.7858 -1.2239 -3.0127 -0.04 -0.02 -0.02 0.122
H 1.0956 -1.9049 -1.6310 0.02 0.01 -0.01 0.098
H -0.0917 -2.0611 -0.3211 -0.11 0.07 0.04 0.063
H 1.8326 -4.2219 -1.2256 -0.03 -0.02 -0.03 0.121
H 0.1011 -4.1759 -1.5562 0.00 0.02 0.01 0.111
H 0.6371 -5.6594 0.4144 0.00 0.00 0.00 0.117
H -0.3833 -4.3029 0.8750 -0.03 -0.03 0.01 0.085
H 2.6414 -4.4435 1.2512 -0.01 -0.01 0.03 0.114
H 1.4284 -4.5223 2.5286 0.00 0.01 0.00 0.116
H 2.3858 -2.2221 2.3403 0.05 0.01 -0.01 0.111
H 0.6649 -2.2357 1.9752 -0.08 0.09 0.02 0.103
C -2.7434 -3.2384 2.7605 0.11 -0.13 0.19 -0.220
Si -3.6360 -2.8222 1.1888 0.09 0.33 -0.03 0.299
C -5.4693 -2.7807 1.4597 -0.17 -0.06 0.06 -0.201
C -3.2130 -3.9204 -0.2422 0.05 -0.18 -0.17 -0.213
Sb -2.7849 -0.4768 0.5382 -1.67 -0.63 0.32 0.863
Si -4.0924 0.1204 -1.6266 0.04 -0.05 0.32 0.315
C -5.8777 -0.3614 -1.4201 -0.17 -0.10 -0.03 -0.217
C -3.9902 1.9516 -1.9050 0.23 0.25 -0.02 -0.194
C -3.2117 -0.8696 -2.9206 0.08 -0.10 -0.22 -0.223
Si -3.6507 1.0791 2.4143 0.08 -0.14 -0.16 0.295
C -3.7256 2.8166 1.7428 0.02 0.20 -0.12 -0.219
C -5.3278 0.5850 3.0398 -0.17 -0.09 0.10 -0.218
C -2.3546 0.8878 3.7397 0.06 0.02 0.14 -0.229
H -2.9248 -4.2833 3.0382 0.02 0.10 0.00 0.047
H -3.1129 -2.6066 3.5741 0.06 -0.06 -0.02 0.028
H -1.6637 -3.0909 2.6737 -0.06 -0.02 0.02 0.012
H -5.8258 -3.7864 1.7143 0.04 0.10 -0.03 0.050
H -5.9971 -2.4554 0.5629 -0.04 0.00 0.04 0.016
H -5.7344 -2.1137 2.2811 -0.04 -0.03 -0.04 0.015
H -3.4374 -4.9639 0.0075 0.02 0.08 -0.05 0.050
H -2.1586 -3.8559 -0.5199 -0.05 -0.01 -0.01 0.007
H -3.8168 -3.6461 -1.1123 0.05 -0.06 0.03 0.026
H -6.2462 -0.0630 -0.4351 -0.05 -0.02 -0.07 0.022
H -6.0309 -1.4382 -1.5382 0.00 0.10 0.04 0.029
H -6.4862 0.1482 -2.1761 0.05 -0.07 0.06 0.043
H -4.5453 2.4924 -1.1350 0.02 0.01 -0.06 0.026
H -4.4342 2.1935 -2.8774 0.02 -0.01 0.07 0.052
H -2.9556 2.3162 -1.9150 -0.22 -0.05 -0.01 0.011
H -3.2842 -1.9400 -2.7049 0.04 0.08 -0.06 0.019
H -2.1568 -0.5841 -2.9515 -0.01 -0.03 -0.05 0.007
H -3.6335 -0.6904 -3.9157 0.02 -0.02 0.08 0.045
H -4.7025 2.9933 1.2818 0.10 0.02 0.01 0.036
H -2.9598 3.0178 0.9883 -0.07 0.05 0.07 -0.002
H -3.6027 3.5437 2.5546 -0.04 -0.08 -0.08 0.045
H -6.0073 0.3465 2.2178 0.00 0.02 0.08 0.023
H -5.7640 1.4162 3.6055 0.04 -0.09 -0.02 0.045
H -5.2674 -0.2807 3.7061 -0.05 0.06 -0.07 0.032
H -1.3443 1.0648 3.3599 0.01 0.01 0.05 0.015
H -2.3804 -0.1317 4.1356 0.06 0.06 0.00 0.026
H -2.5284 1.5781 4.5723 0.00 -0.06 -0.06 0.044
```
Positions in Å, forces in eV/Å.



Question: Which formula does entry 1 have?
Answer: C33H60F2O33